1.
{
  "formula": "C19H28EuNO2P2",
  "method": "the ωB97M-V functional and the def2-TZVPD basis",
  "species": ["Eu", "P", "P", "O", "O", "N", "C", "C", "C", "C", "C", "C", "C", "C", "C", "C", "C", "C", "C", "C", "C", "C", "C", "C", "C", "H", "H", "H", "H", "H", "H", "H", "H", "H", "H", "H", "H", "H", "H", "H", "H", "H", "H", "H", "H", "H", "H", "H", "H", "H", "H", "H", "H"],
  "xyz": [[-0.098, 0.979, 0.142], [2.554, -1.324, 0.162], [-2.687, 1.112, -1.127], [2.858, 2.844, -3.140], [-0.717, 4.344, -1.103], [-0.070, -0.833, -1.845], [-0.240, 0.202, 6.382], [-0.762, 0.779, 4.075], [0.434, 0.117, 3.639], [1.533, -0.589, 1.328], [-2.910, 2.238, -2.536], [-4.365, 1.038, -0.422], [4.224, -0.707, 0.579], [0.950, -0.418, 5.986], [1.092, -1.568, -2.291], [-2.551, -0.496, -1.998], [1.276, -0.437, 4.631], [-0.139, -2.623, -4.059], [-1.089, 0.803, 5.441], [2.408, -3.138, 0.523], [2.259, -1.367, -1.543], [1.061, -2.294, -3.544], [-1.316, -2.047, -3.550], [-1.208, -1.116, -2.507], [0.878, -0.117, 2.277], [3.356, -3.649, 0.228], [1.623, -3.532, -0.148], [1.983, -2.634, -4.000], [-2.072, 2.174, -3.248], [-2.321, -2.338, -3.757], [4.357, 0.174, -0.040], [-1.233, 3.799, -1.641], [-0.722, 2.644, -0.065], [-4.523, 0.083, 0.086], [2.618, 3.556, -2.427], [-3.810, 1.916, -3.079], [1.648, -0.894, 6.680], [-2.009, 1.288, 5.778], [-3.015, -1.247, -1.324], [2.113, -3.555, 1.526], [3.132, -1.466, -2.160], [4.284, -0.354, 1.603], [-0.258, -3.362, -4.772], [-0.477, 0.214, 7.438], [-5.147, 1.180, -1.174], [5.017, -1.418, 0.410], [-0.027, 4.951, -1.237], [2.181, -0.917, 4.241], [-4.461, 1.824, 0.334], [-3.091, 3.283, -2.221], [2.186, 2.113, -3.031], [-3.276, -0.456, -2.831], [-1.433, 1.240, 3.330]],
  "forces_ev_per_a": [[-0.2, -1.4, -2.4], [1.6, -3.5, -1.8], [0.2, -0.6, -0.3], [-1.7, 0.7, 2.3], [-0.4, 0.2, 3.5], [1.2, -1.2, -0.5], [0.4, -0.1, -0.3], [0.4, -0.5, -0.3], [-0.8, 0.5, 1.0], [-2.0, 1.6, 2.7], [-0.1, 0.5, -0.3], [0.0, 0.1, 0.5], [-0.8, 0.6, -0.1], [0.1, 0.2, -0.8], [-2.1, 2.0, -0.3], [-0.3, -1.3, -0.5], [0.2, -0.3, -0.6], [-1.8, 1.0, 1.1], [0.3, 0.0, -0.6], [-0.2, -1.1, 1.1], [0.5, 1.3, 0.4], [1.0, 0.9, 2.0], [0.7, 1.0, 1.7], [-1.5, 0.0, -0.1], [1.4, -1.3, 0.2], [-0.5, 0.6, 0.1], [0.3, 0.5, 0.1], [0.0, -0.2, 0.3], [-0.2, 0.1, 0.3], [-0.2, -0.3, -0.9], [0.3, 0.1, -0.3], [-0.2, -0.2, -2.2], [-0.4, 0.7, 0.6], [0.0, 0.1, -0.1], [0.6, -2.0, -2.1], [0.2, 0.0, 0.1], [-0.4, 0.3, -0.1], [0.4, -0.2, -0.2], [0.4, 0.3, -0.1], [0.5, 0.9, -0.6], [0.9, 0.2, 0.3], [-0.2, -0.2, 0.2], [0.1, -1.1, -1.7], [-0.2, 0.1, -0.1], [0.2, -0.1, 0.0], [0.0, -0.4, -0.3], [0.8, 0.9, -1.8], [-0.2, 0.1, 0.6], [-0.1, -0.1, -0.2], [0.2, -0.5, -0.1], [1.1, 1.3, -0.2], [0.4, -0.1, 0.1], [0.2, -0.2, 0.5]],
  "lowdin_spin": [6.077, 0.001, -0.014, 0.000, -0.010, -0.012, 0.000, 0.000, 0.002, -0.005, -0.002, -0.003, 0.000, 0.000, 0.000, 0.001, 0.001, 0.000, 0.000, 0.001, -0.007, -0.002, -0.002, 0.001, 0.001, 0.000, 0.000, 0.000, 0.000, 0.000, 0.000, -0.001, -0.028, 0.000, 0.000, 0.000, 0.000, 0.000, 0.000, 0.000, 0.000, 0.000, 0.000, 0.000, 0.000, 0.000, 0.000, 0.000, 0.000, 0.000, 0.000, 0.000, 0.000],
  "relative_energy_ev": 4.934,
  "gap_ev": [4.640, 5.396],
  "spin_multiplicity": 7,
  "lumo_ev": [-8.38, -7.65],
  "charge": 2
}

---

2.
{
  "formula": "C19H28F5O3TeW",
  "method": "the ωB97M-V functional and the def2-TZVPD basis",
  "species": ["W", "Te", "F", "F", "F", "F", "F", "O", "O", "O", "C", "C", "C", "C", "C", "C", "C", "C", "C", "C", "C", "C", "C", "C", "C", "C", "C", "C", "C", "H", "H", "H", "H", "H", "H", "H", "H", "H", "H", "H", "H", "H", "H", "H", "H", "H", "H", "H", "H", "H", "H", "H", "H", "H", "H", "H", "H"],
  "xyz": [[-0.304, -0.463, 2.938], [1.180, 1.608, 5.993], [2.152, 3.230, 6.270], [-0.458, 2.529, 6.279], [2.751, 0.525, 5.971], [0.120, -0.024, 6.005], [1.207, 1.385, 7.894], [1.085, 0.188, -0.713], [0.386, 0.047, -3.977], [1.092, 1.717, 4.173], [0.284, -0.570, -5.284], [0.126, -2.641, 3.151], [1.676, -1.459, 1.871], [0.507, -2.302, 1.802], [-1.051, 0.875, -1.630], [-0.030, 1.998, -1.698], [2.018, -1.278, 3.244], [-0.968, -1.407, -5.392], [-1.956, 1.237, 2.580], [-2.395, -1.047, 2.460], [-0.189, -0.319, -1.211], [0.267, 1.341, -4.658], [1.546, -1.327, -5.629], [1.028, -1.949, 4.053], [-2.166, 0.136, 1.681], [-2.229, -0.697, 3.851], [0.204, 0.767, -6.058], [0.877, 1.621, -0.545], [-1.972, 0.730, 3.920], [-2.300, 0.202, 0.610], [0.014, -0.994, -2.065], [-1.840, -0.818, -5.081], [-2.409, -1.354, 4.697], [-0.649, 1.853, -4.333], [1.104, 0.981, -6.646], [1.650, -2.230, -5.015], [-1.911, 1.316, 4.827], [-0.694, -0.947, -0.444], [1.836, 2.131, -0.587], [2.409, -0.675, -5.462], [-0.618, -3.385, 3.430], [0.379, 1.871, 0.409], [0.570, 1.835, -2.595], [-1.782, 1.097, -0.857], [1.167, 1.946, -4.482], [-0.722, 0.981, -6.595], [1.024, -2.046, 5.127], [-1.596, 0.681, -2.549], [-2.795, -1.984, 2.075], [-0.464, 3.012, -1.743], [-0.905, -2.303, -4.766], [2.199, -1.053, 1.008], [0.098, -2.741, 0.901], [2.888, -0.752, 3.623], [-1.105, -1.719, -6.432], [-1.837, 2.280, 2.285], [1.503, -1.633, -6.679]],
  "forces_ev_per_a": [[4.3, 2.6, 0.6], [0.2, 0.4, 1.6], [-0.9, -1.7, -0.4], [0.8, -0.5, -0.2], [-0.9, 0.6, 0.1], [0.4, 0.7, 0.0], [0.1, 0.2, -1.9], [-1.3, 0.9, 0.2], [-0.1, 1.0, -1.2], [-0.8, -1.3, -0.4], [0.0, -0.9, -1.1], [0.7, 0.0, 0.3], [-0.7, -0.3, 0.2], [0.7, 0.1, 0.4], [0.1, -0.2, 0.2], [0.1, -0.1, -0.6], [-1.2, -0.5, 0.0], [-0.1, -0.1, 0.0], [0.0, -1.0, -0.2], [-0.6, 0.5, 0.1], [0.2, -1.1, -0.3], [0.2, 0.7, 0.6], [0.0, -0.3, 0.2], [0.3, -1.0, -1.1], [-0.9, 0.3, 0.7], [-1.6, 0.7, 0.3], [0.2, -0.3, 0.6], [0.1, 0.1, -0.1], [-1.1, -1.0, -0.5], [0.3, 0.0, 0.2], [0.0, 0.6, 0.5], [0.1, -0.1, -0.1], [0.1, 0.2, -0.1], [0.3, 0.1, -0.1], [-0.4, -0.1, 0.0], [0.0, 0.2, -0.1], [0.4, -0.1, 0.0], [0.3, 0.4, 0.0], [0.1, -0.2, 0.1], [0.0, -0.2, -0.1], [0.1, 0.4, 0.0], [0.2, -0.3, 0.1], [-0.1, 0.3, 0.4], [-0.2, 0.2, 0.0], [-0.4, 0.1, 0.1], [0.2, -0.2, 0.0], [0.0, 0.2, 0.0], [0.1, 0.0, -0.1], [0.5, 0.2, 0.1], [0.3, -0.4, 0.4], [0.0, 0.1, 0.0], [-0.2, 0.0, 0.2], [-0.1, 0.3, 0.1], [-0.4, 0.3, 0.0], [-0.1, 0.0, 0.2], [0.3, -0.4, 0.1], [0.1, 0.0, 0.1]],
  "lowdin_spin": [1.643, 0.001, -0.001, 0.000, 0.000, 0.026, 0.000, 0.005, 0.000, -0.001, 0.000, -0.007, 0.051, -0.001, 0.000, 0.001, 0.003, 0.000, 0.046, 0.021, 0.004, 0.000, 0.000, 0.053, 0.036, 0.021, 0.000, 0.007, 0.053, 0.004, 0.000, 0.000, 0.006, 0.000, 0.000, 0.000, 0.002, 0.003, 0.000, 0.000, 0.000, 0.006, 0.000, 0.000, 0.000, 0.000, 0.006, 0.000, 0.000, 0.000, 0.000, 0.005, 0.002, -0.001, 0.000, 0.003, 0.000],
  "relative_energy_ev": 1.801,
  "gap_ev": [6.387, 6.151],
  "spin_multiplicity": 3,
  "lumo_ev": [-5.62, -5.86],
  "charge": 1
}

---

3.
{
  "formula": "C19H28FNO7",
  "method": "the ωB97M-V functional and the def2-TZVPD basis",
  "species": ["F", "O", "O", "O", "O", "O", "O", "O", "N", "C", "C", "C", "C", "C", "C", "C", "C", "C", "C", "C", "C", "C", "C", "C", "C", "C", "C", "C", "H", "H", "H", "H", "H", "H", "H", "H", "H", "H", "H", "H", "H", "H", "H", "H", "H", "H", "H", "H", "H", "H", "H", "H", "H", "H", "H", "H"],
  "xyz": [[-5.507, -0.408, -2.357], [3.030, -0.032, 1.696], [4.791, -1.213, 2.634], [-5.198, 0.016, 2.750], [-1.991, 2.727, 0.066], [-3.731, 2.097, 1.352], [-1.163, -2.644, -2.569], [0.553, -4.032, -2.039], [-1.050, -2.315, 0.869], [-2.161, 0.328, 0.853], [-1.805, -1.915, -0.255], [-0.845, -1.492, 1.988], [0.324, 3.636, -0.437], [3.797, 1.566, -0.128], [-2.386, -0.580, -0.315], [-3.220, -0.022, -1.508], [3.273, -2.536, 1.351], [2.384, 2.042, -0.649], [1.795, 3.304, 0.100], [-1.970, -2.947, -1.417], [-0.584, 2.402, 0.035], [0.196, -2.909, -2.309], [-2.727, 1.781, 0.807], [1.288, -1.784, -2.397], [-4.766, -0.155, -1.177], [3.794, -1.162, 1.955], [-1.380, -0.124, 2.040], [3.825, 1.132, 1.388], [2.522, -2.942, 2.102], [-3.056, -2.962, -1.711], [2.472, 4.210, 0.008], [-4.959, -0.973, -0.420], [1.674, -1.549, -1.361], [0.326, 3.597, -1.566], [1.702, 1.143, -0.639], [2.712, -2.405, 0.389], [-0.181, 2.125, 1.059], [-2.978, 1.062, -1.718], [-4.845, 0.752, 2.258], [2.184, -2.150, -2.986], [4.898, 1.079, 1.711], [4.086, -3.304, 1.288], [4.220, 0.718, -0.752], [1.731, 3.067, 1.197], [-0.236, -1.864, 2.844], [-0.382, 1.578, -0.717], [-3.003, -0.607, -2.444], [-0.062, 4.613, -0.036], [3.371, 1.991, 1.976], [4.531, 2.424, -0.244], [-0.614, -3.241, 0.920], [2.485, 2.329, -1.743], [-5.137, 0.803, -0.710], [0.935, -0.855, -2.922], [-1.231, 0.566, 2.901], [-1.728, -3.967, -1.012]],
  "forces_ev_per_a": [[0.8, 0.2, 0.9], [1.5, -1.1, -0.6], [-0.9, 1.0, -0.7], [0.5, -0.7, -0.3], [0.2, -1.5, 1.1], [0.5, 0.2, -0.5], [1.0, 0.6, 1.1], [-0.7, 1.1, 0.1], [-0.7, 1.9, 0.6], [0.5, -2.0, 0.6], [-0.4, 1.7, 0.1], [-1.1, 2.7, -0.5], [0.1, -1.3, 0.3], [0.1, -0.1, 0.1], [1.4, -0.1, 1.7], [-0.3, -0.7, 0.0], [-1.2, 0.7, 0.7], [0.6, 0.0, -0.6], [-0.4, -0.2, -0.1], [-0.7, -0.3, 1.1], [1.6, 0.8, -0.6], [1.3, -0.9, -0.2], [0.5, 0.3, -0.3], [-0.2, 0.3, -0.7], [0.0, 0.2, 0.7], [0.3, -2.0, -0.1], [-0.5, -2.3, -2.7], [0.1, 2.5, 0.0], [0.8, 0.4, -0.8], [1.2, 0.1, 0.0], [-0.7, -1.1, -0.1], [0.1, 0.8, -1.0], [-0.7, -0.2, -1.1], [0.0, 0.5, 1.2], [0.5, 1.1, 0.2], [0.7, -0.1, 0.8], [-0.8, 0.1, -1.1], [0.0, -1.2, 0.3], [-0.1, 0.3, 0.0], [-1.2, 0.1, 0.7], [-1.1, -0.5, -0.1], [-0.6, 1.1, 0.0], [-0.7, 0.9, 0.5], [0.0, 0.4, -0.9], [-0.6, 0.0, -1.1], [-0.4, 0.7, 1.1], [-0.2, 0.5, 0.9], [0.4, -1.0, -0.5], [0.5, -1.1, -0.5], [-0.8, -0.9, 0.3], [-0.5, 0.5, -0.4], [0.0, -0.4, 1.2], [0.2, -1.0, -0.6], [0.2, -0.8, 0.8], [-0.1, -1.0, -0.8], [-0.1, 0.8, -0.5]],
  "nbo_charge": [-0.371, -0.544, -0.558, -1.143, -0.519, -0.459, -0.525, -0.550, -0.488, -0.019, 0.201, 0.056, -0.410, -0.422, 0.004, -0.498, -0.722, -0.415, -0.409, -0.121, -0.085, 0.801, 0.758, -0.736, 0.041, 0.806, -0.197, -0.090, 0.228, 0.245, 0.222, 0.203, 0.242, 0.208, 0.199, 0.214, 0.179, 0.245, 0.403, 0.259, 0.218, 0.256, 0.210, 0.196, 0.243, 0.179, 0.250, 0.234, 0.187, 0.218, 0.441, 0.211, 0.202, 0.239, 0.270, 0.213],
  "gap_ev": 3.767,
  "lumo_ev": -1.97
}

---

4.
{
  "formula": "C19H28N2O",
  "method": "the ωB97M-V functional and the def2-TZVPD basis",
  "species": ["O", "N", "N", "C", "C", "C", "C", "C", "C", "C", "C", "C", "C", "C", "C", "C", "C", "C", "C", "C", "C", "C", "H", "H", "H", "H", "H", "H", "H", "H", "H", "H", "H", "H", "H", "H", "H", "H", "H", "H", "H", "H", "H", "H", "H", "H", "H", "H", "H", "H"],
  "xyz": [[-0.448, 0.233, -2.279], [1.447, 0.174, 1.458], [0.435, 2.233, -2.805], [-2.003, -2.891, 2.688], [-2.182, -5.277, 2.365], [2.553, -0.696, 1.108], [-3.366, -2.863, 2.989], [-4.121, -4.019, 2.987], [0.536, 0.320, 0.339], [-0.370, 2.278, -4.015], [0.073, -1.509, 2.680], [0.741, 4.356, -1.536], [0.776, -0.183, 2.700], [-1.495, 3.306, -3.962], [3.365, -0.047, -0.010], [2.476, 0.182, -1.226], [-1.250, -1.644, 2.717], [0.328, 1.135, -2.013], [-1.425, -4.121, 2.371], [1.260, 1.022, -0.814], [1.307, 3.361, -2.551], [-3.531, -5.233, 2.676], [3.180, -0.831, 1.994], [-0.797, 1.280, -4.134], [-0.190, 4.785, -1.892], [0.546, 3.873, -0.582], [-4.119, -6.139, 2.671], [0.059, 0.613, 2.921], [2.211, -1.688, 0.767], [-1.717, -6.220, 2.113], [1.456, 5.161, -1.379], [2.285, 3.006, -2.213], [-0.378, -4.174, 2.115], [-2.105, 3.145, -3.077], [-2.125, 3.195, -4.840], [0.142, -0.644, -0.018], [-0.313, 0.930, 0.660], [3.035, 0.682, -2.021], [3.754, 0.910, 0.345], [1.539, -0.186, 3.487], [0.718, -2.374, 2.609], [4.209, -0.687, -0.272], [1.602, 1.990, -0.452], [-1.858, -0.750, 2.807], [-3.833, -1.918, 3.232], [1.460, 3.873, -3.505], [-5.174, -3.975, 3.226], [2.123, -0.776, -1.615], [-1.106, 4.321, -3.948], [0.288, 2.485, -4.866]],
  "forces_ev_per_a": [[-0.2, -0.4, 0.1], [0.1, 0.1, 0.0], [-0.1, 0.1, -0.4], [-0.3, -0.4, 0.0], [0.1, -0.1, 0.0], [0.3, 0.2, 0.0], [0.2, 0.1, 0.0], [-0.1, -0.1, 0.0], [0.0, 0.2, -0.2], [-0.3, -0.2, -0.2], [-0.2, 0.2, 0.0], [0.1, -0.1, -0.2], [0.0, 0.0, 0.0], [0.2, -0.2, 0.0], [-0.1, -0.3, 0.0], [0.1, 0.2, 0.1], [0.4, 0.2, 0.1], [0.3, 0.2, 0.3], [0.0, 0.1, 0.0], [-0.3, -0.4, -0.1], [0.1, 0.2, 0.4], [-0.1, 0.0, 0.0], [0.0, -0.1, 0.0], [0.1, 0.2, -0.1], [-0.1, 0.0, 0.0], [0.0, 0.0, 0.1], [0.0, -0.1, 0.0], [0.0, -0.1, 0.1], [0.0, 0.0, 0.1], [0.0, -0.1, 0.0], [0.0, 0.1, 0.1], [0.0, 0.1, -0.1], [0.1, 0.0, 0.0], [-0.1, 0.0, 0.1], [-0.1, 0.0, -0.1], [0.0, 0.1, 0.0], [-0.1, -0.1, 0.0], [0.0, 0.0, -0.1], [0.1, 0.0, 0.0], [-0.1, 0.1, 0.0], [0.0, -0.2, 0.0], [0.0, 0.0, 0.0], [0.0, 0.0, 0.0], [0.0, 0.2, 0.0], [0.0, 0.1, 0.0], [0.1, -0.1, 0.0], [-0.1, 0.0, 0.0], [0.0, 0.0, -0.1], [0.0, 0.1, 0.0], [0.0, 0.0, 0.1]],
  "nbo_charge": [-0.645, -0.445, -0.449, -0.097, -0.225, -0.220, -0.183, -0.210, -0.207, -0.219, -0.187, -0.616, -0.237, -0.616, -0.399, -0.389, -0.184, 0.706, -0.137, -0.326, -0.210, -0.214, 0.200, 0.246, 0.211, 0.208, 0.212, 0.196, 0.162, 0.211, 0.211, 0.200, 0.197, 0.214, 0.215, 0.197, 0.201, 0.206, 0.201, 0.201, 0.191, 0.208, 0.213, 0.196, 0.207, 0.203, 0.212, 0.214, 0.195, 0.182],
  "relative_energy_ev": 1.212,
  "smiles": "CCN(CC)C(=O)[C@@H]1CCCN(C/C=C/c2ccccc2)C1",
  "gap_ev": 9.111,
  "lumo_ev": 0.87
}